Entry 1:
This record from the Open Molecules 2025 dataset describes a molecular structure, C4H3N2O2. The level of theory is wB97M-V/def2-TZVPD.

XYZ file:
```
11
Properties=species:S:1:pos:R:3:mulliken_charge:R:1
C -0.18286 0.92301 0.13291 0.46
C 0.28206 -0.34869 -0.26156 0.17
C 0.24197 -0.16575 1.79742 -0.29
C -0.57707 0.53167 -1.89548 0.17
N -0.23968 1.07583 1.55438 -0.41
N 0.65035 -0.96179 0.66784 0.11
O -0.63108 1.45686 -0.98438 -0.15
O -0.19205 -0.74637 -1.47204 -0.24
H 0.42489 -0.57961 2.71005 0.47
H -0.92866 0.72151 -2.95096 0.39
H 1.15213 -1.90667 0.70183 0.33
```

Net charge ... +1
Energy above the lowest of the compared OMol25 structures with the same formula, charge and spin ... 184.3 kJ/mol
Lowest unoccupied orbital energy (alpha / beta) ... -5.711 / -5.712 eV
Max |F| ... 14.431 eV/A
E_tot ... -413.786982 a.u.

---

Entry 2:
This record from the Open Molecules 2025 dataset describes 2 unconnected molecules or ions with the total composition C4H3N2O2S. The level of theory is wB97M-V/def2-TZVPD.

XYZ file:
```
12
Properties=species:S:1:pos:R:3:mulliken_charge:R:1
C -2.40362 0.09835 -0.20206 -0.27
C -1.44046 1.08563 -0.21261 -0.33
C -0.49778 -0.88656 -0.27085 0.06
C 3.50621 -0.43490 0.64791 0.68
N -1.82233 -1.13479 -0.30446 -0.77
N -0.29628 0.44280 -0.15291 0.48
O 3.58705 -0.07968 1.76675 -0.39
O 0.82766 1.05283 -0.16460 -0.87
S 3.38195 -0.92033 -0.81197 -0.32
H -3.55538 0.16072 -0.10304 0.28
H -1.68875 2.18437 -0.06383 0.29
H 0.40174 -1.56842 -0.12832 0.15
```

Net charge ... -1
Energy above the lowest of the compared OMol25 structures with the same formula, charge and spin ... 248.2 kJ/mol
Lowest unoccupied orbital energy ... 3.025 eV
Max |F| ... 4.364 eV/A
E_tot ... -812.386676 a.u.